Formula: C16H43ClO6RuSi2
Source: the Open Molecules 2025 dataset
Level of theory: ωB97M-V/def2-TZVPD

Each line ends with the natural charge from an NBO analysis.
Geometry (Å):
O1 -0.474 -1.512 -0.553  -0.608
O2 0.952 1.341 -3.332  -0.585
C1 0.172 -2.728 -1.144  -0.056
C2 -0.640 -3.965 -0.856  -0.650
H1 1.175 -2.818 -0.714  0.221
H2 0.274 -2.488 -2.206  0.224
H3 -0.752 -4.143 0.222  0.237
H4 -0.082 -4.794 -1.302  0.246
H5 -1.623 -3.914 -1.329  0.221
C3 -1.560 -0.797 -1.258  -0.055
C4 -1.535 -1.052 -2.761  -0.675
H6 -1.385 0.263 -1.015  0.224
H7 -2.472 -1.178 -0.783  0.204
H8 -0.609 -0.669 -3.225  0.258
H9 -2.357 -0.492 -3.228  0.258
H10 -1.727 -2.109 -3.028  0.224
C5 0.538 2.589 -2.776  -0.053
C6 2.338 1.074 -3.538  -0.054
C7 -0.799 2.964 -3.398  -0.621
H11 1.294 3.365 -2.997  0.179
H12 0.425 2.489 -1.675  0.152
H13 -0.717 2.998 -4.489  0.222
H14 -1.095 3.949 -3.038  0.221
H15 -1.583 2.247 -3.134  0.195
C8 2.576 0.844 -5.019  -0.626
H16 2.577 0.156 -2.974  0.160
H17 2.964 1.901 -3.163  0.177
H18 1.907 0.077 -5.413  0.212
H19 3.605 0.536 -5.180  0.216
H20 2.399 1.765 -5.577  0.214
H21 -0.195 -1.258 0.511  0.543
Ru1 0.002 -0.703 2.394  1.091
C9 1.391 -0.154 0.860  -1.017
Si1 3.110 0.478 1.385  1.661
H22 1.736 -0.930 0.176  0.228
H23 0.880 0.594 0.230  0.239
C10 4.432 -0.495 0.478  -1.117
C11 3.388 0.287 3.216  -1.135
C12 3.223 2.275 0.865  -1.114
C13 -1.968 -1.329 2.130  -0.977
Si2 -3.349 -0.021 2.076  1.630
H24 -2.144 -2.016 2.983  0.269
H25 -2.036 -1.957 1.244  0.218
C14 -4.849 -0.705 1.153  -1.114
C15 -2.961 1.586 1.206  -1.130
C16 -3.776 0.402 3.841  -1.119
H26 2.699 2.459 -0.082  0.236
H27 4.283 2.535 0.728  0.251
H28 2.809 2.927 1.644  0.251
H29 4.320 -1.575 0.630  0.241
H30 5.396 -0.187 0.908  0.255
H31 4.442 -0.292 -0.601  0.240
H32 2.910 -0.628 3.600  0.244
H33 2.983 1.158 3.748  0.252
H34 4.468 0.225 3.422  0.255
H35 -3.164 1.539 0.127  0.225
H36 -1.913 1.863 1.378  0.251
H37 -3.590 2.367 1.660  0.258
H38 -4.549 1.186 3.846  0.249
H39 -2.878 0.772 4.352  0.243
H40 -4.134 -0.489 4.377  0.241
H41 -5.758 -0.226 1.541  0.257
H42 -4.961 -1.791 1.263  0.238
H43 -4.787 -0.487 0.079  0.230
O3 1.154 0.035 5.321  -0.597
Cl1 0.069 -0.837 5.906  1.376
O4 -0.986 -1.247 4.899  -0.696
O5 -0.346 0.948 2.835  -0.461
O6 0.866 -2.206 2.554  -0.477

Summary:
Net charge = +1
⟨S²⟩ = 8.810
Spin multiplicity = 6
Orbital gap (spin up / spin down) = 7.03 / 5.83 eV
Electronic energy = -60415.361 eV
ΔE to the lowest compared entry with this formula, charge and spin = 0.00 kJ/mol